Entry from the Open Molecules 2025 dataset: a 5-piece molecular cluster, CH13NO4 overall (ωB97M-V/def2-TZVPD).

The value obtained for the HOMO-LUMO gap is 10.67 eV. The LUMO energy is 0.025 hartree. The HOMO energy comes out at -0.36706 hartree. As for the multiplicity: 1.

Each line ends with the Mulliken charge.
Cartesian coordinates (Å):
C: -0.6247 -1.5677 0.8589  -0.672
N: -1.1489 -0.4653 0.0042  -0.580
H: -1.1626 -1.5871 1.8065  0.295
H: -0.6663 -2.5053 0.3149  0.301
H: 0.4077 -1.3778 1.1615  0.174
H: -1.8585 0.0013 0.5538  0.240
H: -1.6137 -0.8731 -0.7984  0.233
H: 1.7378 -1.5045 -3.8802  0.307
H: 3.1883 -1.2077 -4.1323  0.311
O: 2.6130 -1.6617 -3.5080  -0.618
H: 0.3783 0.4114 -0.5795  0.432
H: 0.5669 1.5929 -1.5579  0.312
O: 1.0505 0.8829 -1.1278  -0.749
H: -1.6954 1.9702 1.5817  0.319
H: -2.7920 2.3406 2.5620  0.297
O: -2.3996 1.5849 2.1152  -0.644
H: 1.5733 0.8251 2.0996  0.299
H: 1.2566 1.5090 0.7831  0.371
O: 1.1895 1.6319 1.7427  -0.628

Entry from the Open Molecules 2025 dataset: a 6-piece molecular cluster, CH13NO6 overall (ωB97M-V/def2-TZVPD).

The value obtained for the HOMO-LUMO gap is 10.90 eV. The LUMO energy is 0.016 hartree. The HOMO energy comes out at -0.38447 hartree. As for the multiplicity: 1.

Each line ends with the Mulliken charge.
Cartesian coordinates (Å):
C: 0.1997 -0.3874 -1.7730  -0.043
N: 0.1357 0.1989 -0.5560  -0.099
O: 0.2513 -1.5875 -1.9568  -0.546
H: 0.4219 0.3277 -2.5790  0.345
H: -0.0076 1.2008 -0.5486  0.211
H: -0.1634 -0.2743 0.2904  0.227
H: 3.0715 -1.2393 0.4627  0.329
H: 1.5780 -1.6385 0.5715  0.297
O: 2.3381 -1.3329 1.0753  -0.655
H: 0.8518 3.2635 0.4614  0.316
H: -0.6161 3.6067 0.3443  0.328
O: 0.1388 3.3129 -0.1856  -0.689
H: -3.0646 -0.8281 -1.9649  0.338
H: -1.9021 -1.5818 -1.3481  0.235
O: -2.7910 -1.7107 -1.6923  -0.630
H: -2.1724 -1.2874 0.6103  0.334
H: -1.7169 -2.5601 1.3459  0.339
O: -1.7159 -1.5996 1.4002  -0.672
H: 1.4043 0.7432 1.6846  0.351
H: 2.2886 1.6953 2.4326  0.302
O: 1.4701 1.6783 1.9250  -0.619

We obtain ΔE to the lowest compared entry with this formula, charge and spin values of 16.84 18.39 kcal per mole for the records listed above, in that order.
We obtain electronic energy values of -10927.9208 -15023.6443 eV for the records listed above, in that order.